{
  "formula": "C38H42N8OReS2SeSi",
  "method": "ωB97M-V/def2-TZVPD",
  "spin_multiplicity": 2,
  "homo_energy_ev": [-12.1, -12.1],
  "charge": 2,
  "largest_force_ev_per_a": 3.98,
  "gap_ev": [4.7842, 5.1705],
  "lumo_energy_ev": [-7.29, -6.93],
  "elements": ["Re", "N", "C", "N", "C", "N", "N", "C", "C", "C", "C", "C", "C", "N", "C", "C", "C", "C", "C", "C", "H", "H", "H", "H", "H", "H", "H", "H", "H", "H", "H", "C", "C", "C", "C", "C", "C", "C", "C", "C", "S", "C", "N", "H", "H", "H", "H", "H", "H", "H", "H", "C", "Si", "C", "C", "Se", "H", "H", "H", "H", "H", "H", "H", "H", "H", "C", "C", "C", "N", "C", "S", "N", "C", "O", "C", "C", "C", "C", "C", "C", "H", "H", "H", "H", "H", "H", "H", "H", "H", "H", "H", "H", "H", "H"],
  "positions_angstrom": [[-0.2582, -0.3233, -0.1795], [0.6169, -0.8182, 4.6967], [0.1035, -0.2794, 3.5881], [0.6728, -0.3306, 2.4342], [1.9018, -0.9302, 2.3025], [2.5011, -0.8594, 1.1483], [1.8412, -0.3082, 0.1436], [2.5297, 0.2644, -0.8087], [1.8022, 0.9547, -1.8184], [2.4098, 1.6267, -2.8873], [1.6396, 2.3818, -3.7432], [0.2716, 2.4906, -3.4911], [-0.2704, 1.7683, -2.4500], [0.4493, 0.9852, -1.6386], [2.5073, -1.5851, 3.4391], [3.7187, -2.2858, 3.3789], [4.1977, -2.9217, 4.5035], [3.4816, -2.8772, 5.6998], [2.2994, -2.1734, 5.7880], [1.8079, -1.5203, 4.6618], [0.1385, -0.7437, 5.5852], [-0.8519, 0.2209, 3.6569], [3.6097, 0.2926, -0.7628], [3.4744, 1.5217, -3.0219], [2.0821, 2.8819, -4.5900], [-0.3551, 3.1238, -4.0948], [-1.3329, 1.8189, -2.2500], [4.2520, -2.3353, 2.4421], [5.1288, -3.4655, 4.4633], [3.8526, -3.4053, 6.5639], [1.7496, -2.1371, 6.7149], [-1.0678, -1.8450, -2.9903], [-2.2933, -1.1854, -2.4452], [-3.5169, -1.3295, -3.1246], [-4.6451, -0.7124, -2.6572], [-4.5569, 0.1087, -1.5167], [-5.6542, 0.8273, -1.0036], [-5.4995, 1.6509, 0.0812], [-4.2509, 1.8004, 0.6836], [-3.1570, 1.0967, 0.2171], [-1.5831, 1.3157, 0.9417], [-3.2888, 0.2169, -0.8840], [-2.1963, -0.4604, -1.3363], [-1.2728, -2.2880, -3.9594], [-0.7140, -2.6246, -2.3105], [-0.2603, -1.1210, -3.1146], [-3.5512, -1.9346, -4.0169], [-5.5947, -0.8297, -3.1567], [-6.6119, 0.7306, -1.4891], [-6.3399, 2.2012, 0.4693], [-4.1292, 2.4850, 1.5072], [0.0574, -5.6842, -0.4168], [-1.3958, -4.8380, 0.4746], [-1.5475, -5.1928, 2.3359], [-3.0426, -4.7420, -0.4783], [-0.5153, -2.5187, 0.5481], [-0.0501, -6.7645, -0.3895], [1.0016, -5.4304, 0.0618], [0.1216, -5.3858, -1.4611], [-1.8432, -6.2261, 2.4874], [-2.2949, -4.5608, 2.8093], [-0.6014, -5.0376, 2.8493], [-3.5159, -5.7193, -0.4739], [-2.9006, -4.4489, -1.5153], [-3.7320, -4.0390, -0.0171], [4.4247, 6.8147, 0.1455], [4.4907, 5.8988, -1.0723], [3.1238, 5.3766, -1.5082], [2.5869, 4.5350, -0.4538], [1.3548, 4.0903, -0.2349], [1.1431, 2.8866, 0.9221], [0.2893, 4.5402, -0.9391], [0.0902, 5.7956, -1.5944], [-0.4059, 5.7966, -2.6901], [0.4392, 6.9828, -0.8018], [0.4608, 6.9456, 0.5945], [0.7064, 8.1009, 1.3109], [0.9585, 9.2915, 0.6475], [0.9471, 9.3358, -0.7386], [0.6702, 8.1934, -1.4634], [5.4329, 7.0352, 0.4825], [3.8798, 6.3520, 0.9660], [3.9367, 7.7538, -0.0994], [5.1306, 5.0409, -0.8506], [4.9361, 6.4343, -1.9108], [3.2236, 4.7810, -2.4265], [2.4491, 6.2049, -1.7185], [3.2923, 4.1079, 0.1356], [-0.5002, 3.9096, -0.9965], [0.2480, 6.0238, 1.1155], [0.6958, 8.0731, 2.3893], [1.1547, 10.1870, 1.2143], [1.1502, 10.2630, -1.2504], [0.6331, 8.2111, -2.5424]],
  "atomic_forces_ev_per_a": [[-2.99, 2.54, 0.71], [-0.22, 0.04, 0.26], [-0.14, -0.04, 0.22], [0.19, 0.11, -0.40], [-0.55, 0.47, -0.53], [1.54, -0.83, 0.73], [-0.47, 1.07, -1.07], [0.07, -0.96, 1.17], [-0.48, 0.64, -1.00], [-0.06, -0.54, 0.71], [-0.51, 0.05, 0.06], [0.46, -0.12, -0.03], [-0.56, 0.04, -0.18], [1.06, -0.09, -0.73], [-0.15, 0.00, 0.35], [-0.10, -0.06, 0.14], [0.03, 0.02, -0.18], [-0.15, 0.13, -0.04], [0.02, -0.01, -0.02], [0.65, -0.30, -0.51], [-0.08, 0.09, -0.20], [-0.13, 0.03, 0.18], [0.06, -0.13, 0.02], [0.13, 0.04, -0.02], [0.06, 0.10, -0.06], [-0.14, 0.07, -0.04], [-0.02, -0.10, 0.03], [0.02, 0.05, -0.06], [0.06, -0.04, -0.04], [0.04, 0.00, 0.11], [-0.08, 0.01, 0.16], [0.09, -0.11, 0.06], [0.02, -0.07, -0.04], [-0.27, 0.10, 0.09], [0.31, -0.07, 0.02], [0.49, -0.06, 0.15], [0.02, 0.17, 0.21], [-0.29, -0.13, -0.31], [0.53, -0.24, -0.14], [-0.15, -0.10, -0.09], [0.96, -1.96, -0.64], [-0.78, 0.42, 0.04], [1.08, -0.09, 0.27], [-0.01, -0.05, -0.08], [-0.04, 0.06, -0.08], [0.02, -0.02, -0.02], [0.03, -0.06, -0.05], [-0.09, -0.02, -0.09], [-0.14, -0.04, -0.05], [-0.14, 0.08, 0.03], [0.02, 0.06, 0.18], [-0.63, 0.36, 0.42], [-0.06, 0.72, -0.49], [0.13, 0.31, -0.81], [0.72, -0.23, 0.49], [0.27, -1.48, 0.89], [-0.08, -0.22, 0.04], [-0.01, 0.04, 0.11], [-0.11, 0.09, -0.07], [-0.07, -0.25, -0.04], [-0.11, 0.09, -0.07], [0.14, 0.01, -0.06], [-0.14, -0.23, -0.03], [0.16, 0.03, -0.10], [0.03, 0.08, 0.15], [0.07, -0.13, -0.19], [-0.28, 0.09, 0.04], [0.15, 0.07, -0.45], [0.23, 0.30, -0.09], [0.38, -0.72, 0.81], [0.20, 0.13, 0.29], [-0.26, 0.33, -0.46], [0.08, -0.36, 0.06], [-0.16, 0.10, -0.12], [-0.03, 0.64, 0.19], [-0.05, -0.15, -0.27], [0.05, 0.05, 0.06], [-0.01, -0.09, 0.05], [0.03, 0.00, -0.09], [-0.04, -0.27, 0.02], [0.06, 0.09, 0.13], [-0.02, -0.01, 0.11], [-0.12, 0.13, -0.01], [0.10, -0.04, -0.09], [0.06, -0.09, -0.04], [-0.02, 0.09, 0.04], [0.20, -0.03, 0.03], [-0.33, 0.05, 0.09], [0.20, 0.11, 0.17], [0.01, -0.09, 0.08], [0.01, 0.01, 0.10], [0.04, 0.13, 0.06], [-0.02, 0.10, -0.06], [-0.01, 0.04, -0.11]],
  "lowdin_spin": [0.901, 0.002, 0.004, 0.052, 0.008, 0.006, 0.025, 0.006, 0.014, -0.001, 0.015, -0.003, 0.016, 0.003, 0.002, 0.002, 0.000, 0.002, 0.000, 0.002, 0.000, 0.000, 0.000, 0.000, 0.001, 0.000, 0.001, 0.000, 0.000, 0.000, 0.000, 0.007, 0.001, 0.001, 0.001, 0.000, -0.018, 0.001, -0.017, -0.006, -0.107, 0.000, 0.007, 0.001, 0.002, 0.001, 0.000, 0.000, -0.001, 0.000, -0.001, 0.001, 0.005, -0.001, 0.003, 0.063, 0.000, 0.001, 0.000, 0.000, 0.000, 0.000, 0.000, 0.000, 0.000, 0.000, 0.000, 0.000, 0.000, 0.000, -0.002, 0.000, 0.000, 0.000, 0.000, 0.000, 0.000, 0.000, 0.000, 0.000, 0.000, 0.000, 0.000, 0.000, 0.000, 0.000, 0.000, 0.000, 0.000, 0.000, 0.000, 0.000, 0.000, 0.000]
}

=====

{
  "formula": "C38H42OS",
  "method": "ωB97M-V/def2-TZVPD",
  "homo_energy_ev": -8.9,
  "largest_force_ev_per_a": 3.01,
  "gap_ev": 9.3010,
  "lumo_energy_ev": 0.39,
  "elements": ["C", "C", "C", "C", "C", "C", "H", "H", "H", "H", "H", "H", "C", "C", "C", "C", "C", "C", "H", "H", "H", "H", "H", "H", "C", "C", "C", "C", "C", "C", "H", "H", "H", "H", "H", "H", "C", "C", "C", "C", "C", "C", "H", "H", "H", "H", "H", "H", "C", "C", "C", "C", "C", "C", "H", "H", "H", "H", "H", "H", "C", "C", "C", "C", "C", "C", "H", "H", "H", "H", "H", "H", "C", "S", "O", "C", "H", "H", "H", "H", "H", "H"],
  "positions_angstrom": [[-6.0438, 3.2061, 2.5106], [-5.5287, 2.1355, 3.2687], [-5.5754, 0.8409, 2.7821], [-6.0414, 0.6037, 1.4897], [-6.7218, 1.6537, 0.8180], [-6.6529, 2.9478, 1.2874], [-5.8242, 4.2269, 2.9432], [-5.0134, 2.3696, 4.2072], [-5.1400, -0.0220, 3.2136], [-6.0402, -0.3473, 0.9962], [-7.1969, 1.4472, -0.1600], [-7.1255, 3.7263, 0.7172], [-0.7659, -4.6421, -0.1942], [0.3673, -5.4267, -0.0774], [1.5635, -4.8481, 0.3170], [1.6495, -3.4359, 0.5088], [0.5631, -2.6481, 0.3196], [-0.6738, -3.2402, -0.0036], [-1.7790, -5.0591, -0.4268], [0.3597, -6.5304, -0.0579], [2.4185, -5.5274, 0.4807], [2.6003, -3.0384, 0.9524], [0.5612, -1.5524, 0.4841], [-1.5735, -2.6455, 0.2137], [3.7930, 0.4266, -3.9274], [5.1937, 0.6747, -3.6133], [5.7568, -0.0279, -2.5416], [4.9661, -0.9228, -1.7411], [3.5525, -1.0091, -1.9821], [2.9910, -0.3388, -3.0659], [3.2276, 0.9829, -4.6817], [5.6779, 1.5132, -4.1186], [6.8086, 0.1205, -2.2244], [5.3606, -1.5192, -0.9314], [2.8846, -1.5316, -1.3144], [1.9067, -0.4443, -3.2594], [1.9217, -0.7138, 2.7071], [2.7723, -0.1612, 1.7785], [4.1004, -0.5121, 1.7083], [4.5809, -1.5174, 2.5287], [3.7378, -2.1516, 3.4624], [2.4271, -1.7208, 3.5409], [0.8679, -0.4543, 2.6951], [2.4258, 0.5981, 1.1149], [4.8033, -0.0072, 1.0066], [5.6608, -1.8686, 2.3599], [4.1046, -2.9198, 4.0973], [1.7374, -2.2463, 4.2144], [1.2569, 5.5373, -4.2060], [0.1640, 6.3052, -4.4379], [-0.8863, 5.7359, -5.1974], [-0.7543, 4.4948, -5.7759], [0.3942, 3.7094, -5.5033], [1.4169, 4.2705, -4.7500], [1.9929, 5.8595, -3.5147], [-0.0820, 7.2321, -3.9444], [-1.8198, 6.2437, -5.3130], [-1.5873, 4.0704, -6.3356], [0.4490, 2.6435, -5.7776], [2.2550, 3.6352, -4.4950], [-1.2430, 3.2890, -1.2771], [-0.3397, 2.2575, -1.5138], [-0.3760, 1.0947, -0.7074], [-1.0542, 1.1849, 0.5094], [-1.9121, 2.2568, 0.8010], [-1.9265, 3.3138, -0.0790], [-1.2191, 4.0718, -1.9391], [0.2932, 2.3548, -2.3696], [0.1696, 0.1920, -1.0538], [-1.0045, 0.3150, 1.1488], [-2.4648, 2.2828, 1.6809], [-2.4535, 4.1810, 0.2031], [-1.3900, -3.2199, 3.5906], [-1.5838, -4.4031, 4.9064], [-0.3548, -4.3361, 5.7435], [-1.4438, -5.9054, 3.9128], [-1.4808, -2.2037, 4.0138], [-2.0731, -3.2530, 2.7867], [-0.3829, -3.3247, 3.1843], [-0.3759, -6.0155, 4.0546], [-1.6983, -5.6885, 2.8870], [-2.1313, -6.6249, 4.3645]],
  "atomic_forces_ev_per_a": [[1.10, 0.26, 1.18], [0.08, 0.79, 0.04], [0.22, -0.15, -1.76], [-1.80, 1.80, -0.14], [0.89, -1.18, -0.66], [-0.33, 0.21, 0.54], [-0.73, -1.11, -0.87], [-0.36, -0.24, -0.27], [0.49, -0.36, 1.13], [0.18, -0.52, 0.21], [0.33, 0.17, 0.69], [0.01, 0.34, -0.10], [-1.44, 1.24, -0.30], [0.48, -0.77, 0.75], [0.31, 0.84, -0.02], [2.38, -1.72, 0.68], [-1.89, 0.95, -0.21], [0.10, -0.85, 0.86], [1.13, 0.20, 0.33], [-0.38, 0.67, -0.51], [-0.39, 0.74, 0.02], [-0.95, -0.18, -0.75], [0.29, -0.88, 0.02], [0.27, -0.24, -0.92], [0.77, 0.61, 1.28], [-2.46, -0.44, 0.16], [-0.28, -0.77, 0.92], [-1.64, 0.98, -1.48], [1.77, 0.47, -0.07], [0.32, -0.12, -0.53], [0.73, -0.11, -0.08], [0.22, -0.63, 0.01], [-0.74, -0.03, -0.48], [0.33, 0.22, 0.03], [0.20, -0.35, 0.14], [0.74, 0.18, 0.09], [0.33, -0.92, 0.12], [-0.13, 0.76, -0.04], [1.23, -0.04, -0.37], [1.60, -1.07, -0.03], [0.32, 1.27, -1.14], [-1.13, -0.32, 0.36], [0.13, 0.03, 0.26], [-0.37, 0.47, -0.41], [-0.82, -0.47, 0.52], [-1.70, 0.57, 0.59], [0.20, -0.57, 0.37], [0.33, 0.32, -0.10], [1.04, -0.28, 0.24], [-2.44, -0.55, -0.55], [0.87, 0.27, -0.04], [0.40, -1.14, 0.33], [-0.41, 0.26, -0.13], [-0.81, -0.81, -0.20], [0.74, 0.49, 0.42], [0.56, 0.22, 0.11], [-0.32, 0.46, -0.10], [0.22, 0.06, 0.10], [-0.04, 0.73, -0.19], [0.18, 0.24, 0.09], [1.61, -1.77, 1.65], [-1.26, -0.98, 0.20], [0.77, 1.13, -0.32], [-0.74, -0.92, -0.71], [2.16, -0.60, -1.37], [-0.45, -0.18, -0.14], [-0.22, 2.01, -1.32], [0.26, -0.35, -0.53], [-0.23, 0.71, 0.68], [-0.18, -0.04, 0.29], [-0.81, 0.05, 1.47], [-0.90, 0.90, 0.07], [1.34, 1.28, 0.57], [-1.10, 0.30, 0.50], [0.07, 0.02, -0.27], [-0.18, 0.92, 0.49], [0.15, -0.48, 0.10], [-1.06, -0.58, -0.73], [0.12, -0.04, -0.03], [0.18, -1.02, -0.23], [-0.06, -0.12, -0.33], [0.63, -0.23, -0.15]],
  "mulliken_charge": [-0.342, -0.174, -0.637, -0.244, -0.482, -0.266, 0.289, 0.345, 0.409, 0.407, 0.301, 0.391, -0.485, -0.493, -0.824, 0.339, 0.584, -0.757, 0.344, 0.336, 0.352, 0.073, -0.012, 0.465, -0.481, -0.464, -0.281, -0.642, -0.036, -0.447, 0.391, 0.351, 0.314, 0.550, 0.393, 0.371, -0.763, 0.038, -0.795, -0.087, -0.972, -0.014, 0.404, 0.507, 0.516, 0.254, 0.467, 0.465, -0.164, -0.674, -0.172, -0.647, -0.043, -0.491, 0.363, 0.370, 0.379, 0.332, 0.338, 0.404, -0.616, -0.419, -0.302, -0.045, -0.640, -0.384, 0.530, 0.496, 0.151, 0.309, 0.565, 0.408, -0.739, 0.425, -0.623, -0.692, 0.374, 0.492, -0.015, 0.285, 0.145, 0.346]
}